126
Properties=species:S:1:pos:R:3 method="wB97M-V/def2-TZVPD" homo_ev="-4.0925 / -4.6420" largest_force_ev_per_a=1.781 energy_ev=-97124.292 total_charge=-1 multiplicity=6 homo_lumo_gap_ev="6.2463 / 6.7951"
Mn 24.58416 8.28578 -31.81797
O 24.67952 10.30618 -32.40030
C 25.02494 10.26419 -33.73320
C 24.88924 8.91360 -34.48082
O 25.08078 7.77434 -33.71308
H 26.07308 10.63212 -33.86239
H 24.43222 10.99775 -34.33119
H 25.54217 8.95915 -35.36818
H 23.83625 8.87270 -34.85805
B 25.28190 8.64185 -29.61151
H 24.11388 8.57306 -29.89533
H 25.58142 9.80170 -29.48522
H 25.47719 8.00660 -28.59692
H 25.89511 8.08311 -30.47886
C 27.50970 13.37200 -34.69690
O 26.66032 14.46792 -34.88470
C 25.29509 14.09268 -35.08013
C 24.58218 13.99820 -33.75262
O 24.38481 15.28432 -33.20800
C 23.46520 15.26306 -32.14667
H 27.17694 12.75927 -33.84695
H 28.51946 13.72784 -34.50086
H 27.54130 12.67446 -35.54932
H 25.19541 13.17869 -35.67432
H 24.90996 14.92181 -35.68249
H 25.20283 13.37136 -33.09632
H 23.62535 13.47322 -33.87003
H 22.42857 15.24545 -32.50856
H 23.64190 16.13005 -31.51252
H 23.59374 14.37120 -31.51736
C 21.35353 6.54028 -34.76305
O 20.76352 5.47035 -34.06876
C 21.18443 4.22946 -34.56904
C 20.43586 3.12698 -33.87686
O 19.06089 3.22466 -34.15461
C 18.37334 2.01801 -33.91257
H 21.03424 7.47119 -34.29169
H 21.04720 6.58267 -35.81625
H 22.45357 6.57292 -34.75365
H 22.26334 4.07602 -34.42527
H 20.95934 4.17076 -35.64504
H 20.62839 3.16864 -32.79295
H 20.84077 2.16291 -34.22038
H 18.49044 1.32728 -34.75455
H 17.31970 2.25240 -33.77145
H 18.73389 1.54012 -32.99389
C 22.53738 12.12759 -36.40463
O 21.22321 11.66793 -36.63027
C 21.03802 10.33187 -36.20527
C 19.58066 9.99328 -36.37290
O 19.17815 9.78351 -37.73046
C 19.53283 8.54208 -38.23780
H 22.55209 13.16653 -36.72515
H 23.30474 11.56376 -36.95895
H 22.83155 12.00778 -35.35709
H 21.30445 10.23077 -35.14366
H 21.66446 9.67142 -36.81583
H 18.97166 10.83012 -36.02906
H 19.29194 9.11736 -35.77717
H 19.37268 8.55156 -39.31809
H 18.97548 7.70171 -37.80364
H 20.60699 8.32983 -38.12207
C 31.93807 9.68493 -27.96223
O 30.86322 10.19242 -28.69500
C 31.19103 10.46857 -30.04236
C 29.94391 10.45741 -30.90890
O 28.94545 11.24119 -30.30992
C 27.79526 11.27593 -31.12767
H 32.36645 8.78930 -28.43939
H 31.56139 9.38301 -26.98691
H 32.73576 10.43451 -27.85759
H 31.87248 9.69213 -30.41652
H 31.67804 11.45131 -30.09474
H 29.59642 9.43611 -31.09556
H 30.22930 10.94101 -31.85627
H 27.35800 10.28461 -31.27408
H 28.06791 11.67101 -32.12122
H 27.05244 11.94672 -30.70774
C 31.47033 12.15171 -39.62096
O 30.23496 11.49164 -39.70035
C 30.26556 10.21989 -39.12762
C 28.87611 9.65937 -39.00442
O 28.13793 10.48344 -38.15413
C 26.84300 10.00779 -37.88020
H 31.29298 13.19216 -39.89424
H 32.21816 11.71382 -40.29202
H 31.85196 12.16317 -38.59110
H 30.70641 10.25330 -38.11732
H 30.90330 9.53099 -39.70690
H 28.95036 8.63355 -38.61555
H 28.40464 9.62952 -40.00123
H 26.84690 8.91825 -37.75637
H 26.16870 10.25430 -38.71269
H 26.46357 10.46467 -36.97089
C 31.21586 11.99712 -34.85692
O 30.57752 10.90648 -34.24209
C 29.67996 10.24589 -35.13036
C 28.73621 9.37159 -34.36397
O 29.41617 8.40254 -33.61635
C 28.51352 7.56755 -32.93101
H 31.63308 12.63463 -34.08066
H 30.51240 12.60308 -35.44528
H 31.99338 11.63919 -35.54804
H 30.32695 9.66809 -35.81017
H 29.11004 10.98653 -35.69896
H 28.00794 8.94587 -35.07515
H 28.13348 10.00350 -33.69580
H 27.90036 6.96790 -33.62369
H 27.77894 8.11946 -32.33027
H 29.09869 6.86477 -32.33868
C 25.20043 5.18665 -31.55925
O 24.21692 6.15484 -31.33483
C 22.92172 5.77208 -31.76453
C 21.95574 6.87626 -31.40223
O 22.40896 8.12531 -31.85929
C 21.51877 9.19197 -31.61286
H 25.20468 4.43428 -30.76251
H 26.18220 5.65347 -31.62482
H 25.07520 4.67711 -32.52442
H 22.58144 4.90030 -31.18646
H 22.92800 5.52443 -32.82654
H 21.84034 6.88027 -30.31008
H 20.96691 6.65556 -31.82139
H 20.56589 9.00138 -32.12069
H 21.99626 10.07207 -32.04659
H 21.37448 9.36739 -30.54416


20
Properties=species:S:1:pos:R:3 method="wB97M-V/def2-TZVPD" homo_ev="-15.6923 / -20.7770" largest_force_ev_per_a=13.551 energy_ev=-9371.830 total_charge=+2 multiplicity=3 homo_lumo_gap_ev="8.6835 / 7.2483"
C -0.59947 -0.00926 0.36827
C -1.57569 1.07838 0.13148
C -1.63548 -1.06056 0.03875
C 2.66532 -0.00476 -0.22530
C 1.63078 -1.11984 0.17965
C 1.62714 1.09147 0.13098
N 0.64208 -0.03025 0.36691
N -2.66545 -0.00375 -0.12777
H -1.95502 1.89432 0.87946
H -1.36620 1.59621 -0.91571
H -1.25811 -1.57873 -0.82167
H -1.93582 -1.96235 0.78776
H 3.64636 -0.00760 0.22492
H 2.62275 -0.04443 -1.28898
H 1.38289 -1.72666 -0.65246
H 2.05290 -1.65192 1.00864
H 1.85925 1.62288 1.08000
H 1.30201 1.77173 -0.68541
H -3.39068 0.04006 0.59378
H -3.04956 0.10504 -1.07332


116
Properties=species:S:1:pos:R:3 method="wB97M-V/def2-TZVPD" homo_ev=-11.2568 largest_force_ev_per_a=0.608 energy_ev=-84618.101 total_charge=+2 homo_lumo_gap_ev=6.4612
Pb -0.90157 -0.06395 1.08070
C -4.40790 2.95285 4.43755
N -2.96701 3.17693 4.51406
C -2.48926 4.25535 5.37757
C -2.13385 2.44494 3.75381
O -2.50554 1.57092 2.97923
C -0.65449 2.77976 3.89762
O 0.10013 1.83359 3.18050
C 1.46993 1.90894 3.49575
C 2.17166 0.70188 2.88779
O 1.56063 -0.07392 2.15596
N 3.46953 0.53758 3.19587
C 4.25630 1.45181 4.01254
C 4.19779 -0.62283 2.69161
H -4.82601 2.96640 5.44288
H -4.59679 1.98773 3.98191
H -4.89136 3.72817 3.84123
H -3.35187 4.77295 5.78492
H -1.89619 4.98522 4.82657
H -1.90176 3.87705 6.21540
H -0.37321 2.77785 4.95564
H -0.47823 3.79109 3.51144
H 1.62242 1.91076 4.57816
H 1.91116 2.82661 3.08618
H 3.72891 2.37779 4.21367
H 5.17884 1.70055 3.48733
H 4.51897 0.98386 4.96435
H 3.49550 -1.36620 2.33394
H 4.79484 -1.04321 3.50111
H 4.86470 -0.33376 1.87718
C -4.06328 2.76324 -1.71188
O -4.75262 1.63173 -1.10154
C -3.84656 1.01290 -0.34431
N -2.65194 1.44503 -0.33186
C -2.59799 2.60381 -1.23817
C -2.02333 3.83979 -0.58183
C -2.18441 5.07545 -1.20173
C -1.62969 6.22090 -0.65149
C -0.90123 6.14560 0.52829
C -0.74352 4.91888 1.15586
C -1.30551 3.77302 0.60810
C -4.34350 -0.14410 0.44967
C -5.69782 -0.42114 0.56726
C -6.08266 -1.47998 1.37363
C -5.11558 -2.21054 2.04774
C -3.78929 -1.86259 1.86132
N -3.41098 -0.86725 1.06037
C -2.68609 -2.57093 2.55867
N -1.45354 -2.28782 2.41593
C -0.68201 -3.21214 3.27617
C -1.78763 -4.08167 3.92976
O -3.03306 -3.56477 3.36979
C 0.17638 -2.49760 4.29330
C 1.43005 -3.00565 4.61190
C 2.20899 -2.39756 5.58731
C 1.73083 -1.27822 6.25597
C 0.47618 -0.77007 5.93916
C -0.29721 -1.37096 4.95683
H -4.52529 3.67088 -1.33469
H -4.19465 2.70018 -2.78702
H -1.94799 2.32628 -2.07125
H -2.73169 5.15184 -2.13618
H -1.76837 7.17410 -1.14500
H -0.46280 7.03819 0.95452
H -0.17663 4.85725 2.07807
H -1.20668 2.82502 1.12506
H -6.42015 0.18800 0.04263
H -7.12934 -1.73104 1.48225
H -5.37290 -3.03059 2.70417
H -0.03870 -3.81302 2.63308
H -1.83091 -3.96106 5.00745
H -1.72221 -5.13574 3.67868
H 1.80460 -3.88231 4.09289
H 3.18098 -2.80669 5.83543
H 2.32766 -0.81321 7.03200
H 0.09227 0.09078 6.47512
H -1.26830 -0.95553 4.70224
C 4.88738 -4.31781 -11.27835
O 5.08000 -3.06367 -10.63049
C 4.42969 -2.85350 -9.47355
C 4.65848 -1.62251 -8.85138
C 4.03840 -1.32231 -7.66281
C 3.17002 -2.23943 -7.05941
C 2.94641 -3.45633 -7.68805
C 3.56494 -3.77371 -8.88829
C 2.53162 -1.88506 -5.79055
N 2.73710 -0.77154 -5.11773
C 1.93607 -0.86758 -4.01543
C 1.23348 -2.04185 -4.00322
N 1.62521 -2.69166 -5.15015
C 0.33058 -2.40209 -2.96160
C -0.38108 -3.61056 -2.91124
C -1.22990 -3.85584 -1.86605
C -1.35853 -2.88633 -0.87218
N -0.69511 -1.74340 -0.88280
C 0.15298 -1.47894 -1.91060
C 0.89673 -0.22209 -1.91248
N 0.70952 0.63300 -0.88417
C 1.39861 1.75643 -0.84743
C 2.31157 2.12872 -1.84068
C 2.50127 1.28390 -2.90200
C 1.78737 0.07676 -2.95162
H 5.51224 -4.29894 -12.16399
H 3.84437 -4.44948 -11.57226
H 5.19624 -5.14196 -10.63258
H 5.33077 -0.92172 -9.32975
H 4.21194 -0.37062 -7.17790
H 2.27985 -4.19439 -7.25398
H 3.36875 -4.72731 -9.35428
H 1.30161 -3.58179 -5.48453
H -0.25845 -4.34584 -3.69734
H -1.79158 -4.77750 -1.79708
H -2.03058 -3.04954 -0.03836
H 1.22022 2.40852 0.00407
H 2.84509 3.06605 -1.75844
H 3.18855 1.51452 -3.70747


57
Properties=species:S:1:pos:R:3 method="wB97M-V/def2-TZVPD" homo_ev=-9.1862 largest_force_ev_per_a=13.179 energy_ev=-30410.519 homo_lumo_gap_ev=9.4478
C 1.56567 -0.38838 2.17263
O 2.54953 -0.60709 3.18692
H 2.00019 -0.24911 1.18273
H 0.89607 -1.23883 2.04434
H 0.98033 0.51969 2.31716
H 2.07768 -1.01407 3.91723
C 2.99527 1.62094 0.38797
O 4.09961 0.68093 0.45780
H 2.20906 1.14333 -0.19673
H 2.37846 1.77983 1.27249
H 3.45776 2.51434 -0.03161
H 4.14989 0.33847 1.35323
C -0.74720 -3.00407 0.78879
O 0.14614 -3.68119 0.00102
H -0.34026 -2.00333 0.93376
H -1.65422 -2.87482 0.19827
H -1.09472 -3.36738 1.75591
H -0.11026 -4.55287 -0.30888
C -1.80041 1.51166 -2.30391
O -2.69341 0.32716 -2.28419
H -2.27680 2.35896 -2.79714
H -1.41135 1.84523 -1.34190
H -1.01807 1.29012 -3.02983
H -2.77629 -0.03055 -3.17119
C 1.24539 3.57000 -0.63427
O -0.04434 2.98447 -0.70183
H 1.52665 3.43132 0.40965
H 1.99920 3.07055 -1.24291
H 1.25317 4.64424 -0.81882
H 0.07478 2.06837 -0.44070
C 2.41820 -0.97403 -0.91927
O 2.02378 0.11837 -1.70843
H 1.69007 -1.77833 -1.02433
H 3.33187 -1.36152 -1.36998
H 2.49240 -0.77121 0.14911
H 2.66050 0.25226 -2.41430
C -0.40472 0.12307 -0.09460
O 0.64905 0.90653 -0.71435
H -0.89491 -0.37858 -0.92895
H -0.03768 -0.65177 0.57846
H -1.12982 0.67065 0.50748
H 1.11103 0.42848 -1.40691
C -3.48487 -0.69094 2.39226
O -2.05974 -0.44455 2.31448
H -3.60183 -1.73486 2.68323
H -3.94522 -0.01410 3.11204
H -3.96382 -0.54173 1.42456
H -1.89787 0.40539 1.89856
C -1.14758 -2.23901 -2.12113
O -2.56636 -2.01488 -2.18179
H -0.87737 -3.27463 -2.32750
H -0.55025 -1.61419 -2.78513
H -0.78108 -1.92543 -1.14366
H -2.77067 -1.10280 -2.40084
O -2.02356 1.66927 2.04024
H -1.34219 2.33918 2.09669
H -2.53483 1.91144 1.26810


7
Properties=species:S:1:pos:R:3 method="wB97M-V/def2-TZVPD" homo_ev="-8.6166 / -8.6199" largest_force_ev_per_a=4.887 energy_ev=-7346.725 homo_lumo_gap_ev="8.2019 / 8.2079"
C 0.44255 0.65044 -0.05736
C 0.79654 -0.63206 0.08780
C -0.96727 0.12877 -0.02054
N -0.58890 -1.15353 -0.03374
F -2.20527 0.60868 0.01923
H 0.88765 1.54279 -0.27057
H 1.63470 -1.14509 0.27518


15
Properties=species:S:1:pos:R:3 method="wB97M-V/def2-TZVPD" homo_ev="-12.9753 / -12.9751" largest_force_ev_per_a=5.233 energy_ev=-17182.984 total_charge=+1 multiplicity=2 homo_lumo_gap_ev="8.8110 / 5.4712"
O -2.14017 -1.46138 0.78859
C -2.27524 -0.40565 0.05790
O -1.69932 0.67117 0.24904
O -2.51850 -0.77234 -1.16986
Ba 0.38913 1.82210 0.43989
O 2.78562 -1.13043 -1.09831
C 2.14316 -0.40291 -0.36363
C -0.91460 -2.23384 0.86043
O 2.46704 0.75146 0.05007
O 0.77914 -0.58554 -0.24963
C -0.07412 -2.06020 -0.38891
H -1.23788 -3.27251 0.96928
H -0.40457 -1.92929 1.78057
H -0.49767 -2.49654 -1.30023
H 0.77857 -2.74924 -0.31951